Record 1
This record from the Open Molecules 2025 dataset describes an isolated molecule of C15H20N2O4. The level of theory is ωB97M-V with the def2-TZVPD basis set.

Each line ends with the Löwdin charge.
CARTESIAN COORDINATES (ANGSTROEM)
C -6.12 -1.60 -1.12  -0.07
N -5.47 -0.95 -0.01  -0.19
C -4.16 -0.57 -0.10  -0.23
C -3.38 -0.88 -1.23  -0.02
C -2.07 -0.48 -1.31  -0.01
C -1.46 0.24 -0.27  -0.14
C -2.23 0.54 0.85  -0.01
C -3.54 0.15 0.94  -0.02
H -4.10 0.42 1.82  0.09
H -1.77 1.09 1.66  0.12
C -0.06 0.62 -0.40  -0.44
O 0.66 0.34 -1.33  0.11
O 0.38 1.38 0.64  0.00
C 1.76 1.67 0.60  -0.08
H 1.94 2.38 1.41  0.14
C 2.55 0.38 0.82  -0.43
O 2.04 -0.61 1.29  0.09
N 3.86 0.43 0.49  -0.05
C 4.52 1.56 -0.14  -0.13
H 4.28 2.48 0.39  0.13
C 6.03 1.34 -0.10  -0.19
O 6.44 0.18 -0.79  -0.13
C 5.51 -0.89 -0.70  -0.17
H 4.87 -0.90 -1.59  0.13
C 4.64 -0.79 0.55  -0.11
H 5.27 -0.81 1.45  0.13
H 3.94 -1.63 0.60  0.13
H 6.10 -1.81 -0.69  0.13
H 6.54 2.18 -0.59  0.13
H 6.36 1.30 0.95  0.13
H 4.20 1.65 -1.19  0.14
H 2.01 2.11 -0.37  0.13
H -1.47 -0.73 -2.17  0.12
H -3.80 -1.44 -2.04  0.09
C -6.20 -0.80 1.23  -0.07
H -5.63 -1.21 2.07  0.09
H -7.14 -1.33 1.16  0.08
H -6.41 0.26 1.44  0.09
H -5.74 -2.61 -1.28  0.09
H -7.19 -1.66 -0.92  0.08
H -5.98 -1.02 -2.04  0.09

The lowest unoccupied orbital energy is 0.75 eV. The value obtained for the energy above the lowest of the compared OMol25 structures with the same formula, charge and spin is 2.0222 eV. Its total charge is 0. The structure (SMILES) is CN(C)c1ccc(C(=O)OCC(=O)N2CCOCC2)cc1. For the frontier orbital gap, the calculation gives 0.312 Ha.

***

Record 2
This record from the Open Molecules 2025 dataset describes a structure of composition C15H20N2O5S. The level of theory is ωB97M-V with the def2-TZVPD basis set.

Each line ends with the Löwdin charge.
CARTESIAN COORDINATES (ANGSTROEM)
C -4.97 -3.06 -0.04  -0.12
H -4.81 -4.15 -0.08  0.12
H -5.45 -2.58 0.68  0.04
H -5.42 -2.77 -1.09  0.14
O -3.65 -2.76 -0.20  -0.06
C -3.57 -1.34 -0.01  -0.36
O -4.53 -0.61 0.03  0.11
C -2.07 -0.88 -0.12  -0.31
C -1.80 0.04 1.11  -0.17
C -2.28 1.37 0.97  -0.26
N -1.95 2.19 -0.25  -0.26
S -0.67 3.07 -0.38  0.68
O -0.47 3.39 -1.70  -0.28
O -0.65 3.91 0.91  -0.34
C 0.88 1.93 -0.19  -0.27
C 1.45 1.37 -1.03  -0.16
C 2.66 0.42 -0.94  0.10
C 3.07 0.27 0.37  -0.35
C 2.58 1.01 1.33  -0.04
C 1.34 1.76 1.33  0.08
H 0.84 2.18 1.96  -0.02
H 2.74 0.81 2.54  0.17
N 4.21 -0.38 0.58  0.08
C 4.89 -1.18 -0.19  -0.22
O 4.72 -1.13 -1.79  -0.24
C 6.18 -1.94 0.30  0.00
H 5.72 -2.82 1.07  0.15
H 6.80 -1.08 0.76  0.11
H 6.56 -2.56 -0.32  -0.02
H 4.53 -0.58 1.57  0.19
H 3.13 0.25 -1.90  0.09
H 1.12 1.61 -2.27  0.21
C -2.14 1.22 -1.40  -0.12
C -1.61 -0.36 -1.32  -0.11
H -1.93 -0.90 -2.15  0.11
H -0.45 0.02 -1.25  0.15
H -1.72 1.71 -2.46  0.17
H -3.26 1.14 -1.27  0.12
H -2.02 2.14 1.79  0.13
H -3.53 1.50 1.07  0.19
H -0.58 0.00 1.48  0.17
H -2.31 -0.34 2.35  0.23
H -1.60 -1.89 0.16  0.16

The lowest unoccupied orbital energy is -0.21 eV. The value obtained for the energy above the lowest of the compared OMol25 structures with the same formula, charge and spin is 17.0273 eV. Its total charge is 0. For the frontier orbital gap, the calculation gives 0.321 Ha.

***

Record 3
This record from the Open Molecules 2025 dataset describes an isolated molecule of C15H20N2O6. The level of theory is ωB97M-V with the def2-TZVPD basis set.

Each line ends with the Löwdin charge.
CARTESIAN COORDINATES (ANGSTROEM)
C 5.64 2.86 -0.83  -0.24
H 6.70 3.30 -0.66  0.12
O 5.70 1.74 -0.24  -0.10
C 4.49 0.83 -0.37  -0.06
C 3.36 0.98 -1.28  0.01
C 2.20 0.21 -1.14  0.05
C 2.18 -1.01 -0.29  -0.15
C 3.36 -1.17 0.22  0.00
C 4.41 -0.31 0.32  -0.10
O 5.61 -0.59 1.14  -0.06
C 5.59 -1.52 1.95  -0.28
H 5.51 -2.52 1.20  0.14
H 6.64 -1.85 2.32  0.12
H 4.88 -1.67 2.71  0.08
H 3.34 -2.13 0.78  0.15
C 1.08 -1.87 -0.34  -0.32
O 1.14 -3.02 0.23  0.09
O 0.11 -1.49 -1.20  0.04
C -0.90 -2.15 -1.40  -0.22
H -1.20 -2.53 -2.25  0.09
C -2.31 -1.54 -0.94  -0.19
O -3.46 -1.99 -0.73  0.00
N -2.05 -0.16 -0.36  0.15
C -3.04 0.73 0.27  -0.56
O -2.56 1.94 0.17  -0.04
N -4.15 0.27 0.16  0.10
H -4.42 -0.89 -0.14  0.23
C -5.29 1.22 0.63  -0.18
C -6.04 0.36 1.99  0.05
H -5.18 0.21 2.73  0.10
H -6.36 -0.47 1.55  0.00
H -6.79 0.99 2.14  0.01
C -6.32 1.31 -0.44  -0.05
H -7.18 1.77 -0.13  0.07
H -5.91 1.68 -1.31  0.08
H -6.72 0.52 -0.73  0.01
H -4.86 2.03 0.77  0.03
H -1.10 0.09 -0.19  0.10
H -0.87 -3.10 -0.70  0.19
H 1.29 0.66 -1.72  0.16
H 3.39 1.99 -1.55  0.07
H 4.64 3.61 -0.38  0.17
H 5.45 2.66 -1.97  0.11

The lowest unoccupied orbital energy is -0.82 eV. The value obtained for the energy above the lowest of the compared OMol25 structures with the same formula, charge and spin is 13.7824 eV. Its total charge is 0. The structure (SMILES) is COc1ccc(C(=O)OCC(=O)NC(=O)NC(C)C)cc1OC. For the frontier orbital gap, the calculation gives 0.304 Ha.

***

Record 4
This record from the Open Molecules 2025 dataset describes an isolated molecule of C15H20N2O6S. The level of theory is ωB97M-V with the def2-TZVPD basis set.

Each line ends with the Löwdin charge.
CARTESIAN COORDINATES (ANGSTROEM)
C -6.23 -2.43 -0.79  -0.11
C -4.72 -2.40 -0.58  -0.27
C -4.06 -1.14 -1.13  -0.20
C -4.51 0.13 -0.40  -0.24
N -3.66 1.25 -0.73  -0.13
S -2.70 1.93 0.45  0.65
O -2.48 3.29 0.06  -0.29
O -3.23 1.64 1.75  -0.28
C -1.19 1.00 0.22  -0.27
C -0.23 1.51 -0.63  -0.05
C 0.95 0.80 -0.88  0.03
C 1.09 -0.41 -0.24  -0.13
C 0.10 -0.91 0.62  -0.15
C -1.06 -0.21 0.87  0.03
H -1.82 -0.56 1.55  0.13
O 0.50 -2.12 1.11  0.18
C 1.73 -2.40 0.60  -0.46
O 2.37 -3.38 0.82  0.14
N 2.08 -1.37 -0.26  0.05
C 3.39 -1.26 -0.84  0.00
C 4.20 -0.17 -0.12  -0.47
O 3.80 0.45 0.82  0.14
O 5.38 -0.02 -0.70  0.01
C 6.26 0.97 -0.14  -0.20
C 5.92 2.37 -0.64  -0.06
H 4.93 2.65 -0.30  0.08
H 6.64 3.07 -0.25  0.08
H 5.95 2.39 -1.73  0.08
H 6.19 0.93 0.95  0.12
H 7.26 0.67 -0.46  0.12
H 3.33 -1.03 -1.90  0.15
H 3.89 -2.22 -0.70  0.15
H 1.71 1.20 -1.53  0.12
H -0.41 2.47 -1.09  0.11
H -4.02 1.93 -1.38  0.11
H -4.42 -0.01 0.68  0.11
H -5.55 0.36 -0.63  0.12
H -2.98 -1.22 -1.04  0.10
H -4.30 -1.03 -2.20  0.11
H -4.28 -3.27 -1.08  0.10
H -4.50 -2.48 0.48  0.11
H -6.63 -3.39 -0.46  0.07
H -6.47 -2.30 -1.84  0.07
H -6.72 -1.65 -0.22  0.07

The lowest unoccupied orbital energy is 0.52 eV. The value obtained for the energy above the lowest of the compared OMol25 structures with the same formula, charge and spin is 0.1029 eV. Its total charge is 0. The structure (SMILES) is CCCCNS(=O)(=O)c1ccc2c(c1)oc(=O)n2CC(=O)OCC. For the frontier orbital gap, the calculation gives 0.344 Ha.

***

Record 5
This record from the Open Molecules 2025 dataset describes a structure of composition C15H20NO10P2SV. The level of theory is ωB97M-V with the def2-TZVPD basis set.

Each line ends with the Löwdin charge.
CARTESIAN COORDINATES (ANGSTROEM)
V 0.41 0.03 -0.46  0.73
C 2.28 -3.98 -2.37  -0.07
C 1.67 -2.63 -1.98  -0.59
O 1.40 -1.94 -3.20  -0.04
P 0.10 -2.87 -1.09  0.48
O -0.69 -4.02 -1.86  -0.09
O 0.47 -3.52 0.28  -0.10
O -0.71 -1.62 -1.13  -0.33
P 2.84 -1.73 -0.88  0.34
O 4.23 -1.73 -1.69  -0.11
O 2.94 -2.53 0.37  -0.28
O 2.37 -0.28 -0.88  -0.37
H 1.58 -4.53 -2.99  0.08
H 2.52 -4.56 -1.48  0.09
H 3.19 -3.80 -2.93  0.08
H 1.05 -1.05 -3.00  0.05
H -1.45 -3.64 -2.32  0.10
H 1.35 -3.17 0.60  0.06
H 4.38 -0.87 -2.10  0.08
O -3.02 2.09 0.40  0.07
C -2.28 2.21 -0.56  -0.50
N -1.14 1.51 -0.81  -0.15
S -0.32 2.04 -2.08  0.60
O 0.80 2.91 -1.83  -0.29
O -0.05 0.88 -2.93  -0.33
C -1.61 3.10 -2.70  -0.21
C -1.68 3.87 -3.84  -0.04
C -2.79 4.69 -3.99  -0.08
C -3.77 4.75 -3.00  -0.08
C -3.68 3.98 -1.85  -0.01
C -2.58 3.15 -1.71  -0.13
H -0.90 3.84 -4.59  0.12
H -2.89 5.31 -4.87  0.10
H -4.62 5.40 -3.14  0.10
H -4.43 4.01 -1.08  0.12
C -0.01 1.03 4.92  -0.07
C 0.34 -0.33 4.30  -0.65
C -0.73 -1.36 4.69  -0.07
C 1.71 -0.79 4.83  -0.07
C 0.40 -0.22 2.84  -0.17
C 0.43 -0.13 1.62  -0.06
H -0.07 0.95 6.01  0.07
H -0.97 1.38 4.54  0.08
H 0.74 1.77 4.66  0.08
H -0.78 -1.46 5.78  0.07
H -0.49 -2.33 4.26  0.08
H -1.71 -1.05 4.32  0.08
H 1.67 -0.90 5.92  0.07
H 2.48 -0.07 4.58  0.08
H 1.99 -1.75 4.39  0.08

The lowest unoccupied orbital energy (spin up / spin down) is 2.62 / 2.62 eV. As for the spin multiplicity: 2. Its total charge is -1. For the frontier orbital gap (spin up / spin down), the calculation gives 0.239 / 0.219 Ha.

***

Record 6
This record from the Open Molecules 2025 dataset describes a cluster of 2 separate species, C15H20NO4 in total. The level of theory is ωB97M-V with the def2-TZVPD basis set.

Each line ends with the Löwdin charge.
CARTESIAN COORDINATES (ANGSTROEM)
C -0.97 0.42 2.25  0.03
C -0.23 0.96 1.28  -0.20
N -0.50 0.83 -0.12  -0.06
C 0.35 -0.17 -0.81  -0.13
C 1.70 -0.33 -0.10  -0.23
C 1.92 -1.43 0.69  -0.03
C 3.14 -1.53 1.36  -0.05
C 4.07 -0.54 1.21  -0.30
C 5.40 -0.62 1.96  -0.06
C 3.86 0.55 0.39  -0.05
C 2.65 0.66 -0.27  -0.04
C -0.56 2.13 -0.82  -0.29
O -0.18 3.26 -0.02  -0.03
C -2.04 2.35 -1.26  -0.69
O -2.34 2.27 -2.49  -0.08
O -2.83 2.61 -0.34  -0.06
H -1.20 1.04 3.12  0.05
H -1.33 -0.62 2.25  0.05
H 0.62 1.56 1.62  0.11
H 0.47 0.07 -1.87  0.13
H -0.16 -1.14 -0.78  0.09
H 1.11 -2.15 0.76  0.12
H 3.30 -2.39 2.01  0.11
H 5.52 0.30 2.55  0.07
H 6.22 -0.64 1.23  0.07
H 5.42 -1.47 2.64  0.07
H 4.63 1.31 0.26  0.11
H 2.40 1.50 -0.92  0.11
H 0.07 2.16 -1.73  0.13
H 0.76 3.37 -0.18  0.07
C -4.04 -2.66 -1.83  -0.03
C -3.53 -1.35 -1.25  -0.48
O -2.37 -1.18 -0.99  0.07
C -4.54 -0.25 -1.02  -0.01
H -3.20 -3.35 -1.94  0.07
H -4.77 -3.10 -1.15  0.07
H -4.49 -2.48 -2.80  0.08
H -5.30 -0.59 -0.31  0.08
H -5.01 0.03 -1.96  0.09
H -4.03 0.63 -0.61  0.06

The lowest unoccupied orbital energy is 2.80 eV. The value obtained for the energy above the lowest of the compared OMol25 structures with the same formula, charge and spin is 0.0000 eV. Its total charge is -1. For the frontier orbital gap, the calculation gives 0.247 Ha.

***

What is the formula in the third record? C15H20N2O6